Molecular formula: C33H34FN5O2OsS
Method: DFT, ωB97M-V/def2-TZVPD

XYZ file:
```
77
Properties=species:S:1:pos:R:3:lowdin_charge:R:1
Os 0.83 -0.38 -0.11 1.481
C -1.10 -2.72 -3.58 -0.155
N -0.26 -2.54 -2.39 -0.004
C 0.65 -3.39 -2.14 -0.070
C 1.59 -3.23 -1.03 -0.254
C 2.55 -4.11 -0.63 0.018
C 3.33 -3.49 0.39 -0.033
C 2.83 -2.24 0.56 -0.138
N 1.75 -2.03 -0.32 -0.191
C -1.04 -1.46 -4.40 -0.249
C 0.18 -1.00 -4.90 -0.058
C 0.25 0.20 -5.58 -0.060
C -0.89 0.96 -5.79 -0.079
C -2.12 0.49 -5.33 -0.077
C -2.19 -0.71 -4.64 -0.051
H -2.13 -2.88 -3.25 0.122
H -0.79 -3.60 -4.16 0.130
H 0.76 -4.31 -2.71 0.142
H 2.67 -5.12 -1.02 0.128
H 4.16 -3.92 0.93 0.117
H 3.17 -1.46 1.23 0.106
H 1.08 -1.59 -4.75 0.124
H 1.21 0.55 -5.96 0.119
H -0.84 1.89 -6.34 0.116
H -3.02 1.06 -5.51 0.111
H -3.15 -1.07 -4.29 0.112
C -3.25 2.83 -0.26 0.017
O -1.88 2.66 0.16 0.054
C -1.23 1.57 -0.07 -0.573
O -0.03 1.49 0.27 -0.112
N -1.83 0.52 -0.67 0.115
N -1.08 -0.66 -0.86 -0.027
H -3.56 3.79 0.15 0.115
H -3.88 2.04 0.16 0.103
H -3.30 2.86 -1.35 0.109
H -2.77 0.55 -1.01 0.160
H -1.06 -0.92 -1.86 0.066
H -1.50 -1.42 -0.33 0.134
N 0.00 -0.66 1.77 -0.442
S 0.40 0.32 3.01 1.125
C -1.10 0.53 3.96 -0.392
C -0.99 0.96 5.28 -0.063
C -2.14 1.20 6.00 -0.037
C -3.39 1.03 5.40 -0.041
C -3.48 0.61 4.08 -0.054
C -2.33 0.37 3.35 -0.088
C 1.42 -0.62 4.11 -0.430
C 2.73 -0.19 4.26 -0.082
C 3.59 -0.94 5.05 -0.045
C 3.13 -2.10 5.67 -0.035
C 1.81 -2.51 5.51 -0.039
C 0.94 -1.77 4.72 -0.068
H -0.32 -1.58 2.07 0.056
H -0.02 1.09 5.74 0.123
H -2.07 1.53 7.03 0.123
H -4.29 1.22 5.97 0.121
H -4.45 0.47 3.63 0.115
H -2.38 0.03 2.32 0.087
H 3.07 0.72 3.78 0.116
H 4.61 -0.62 5.19 0.121
H 3.80 -2.67 6.29 0.122
H 1.46 -3.41 6.00 0.122
H -0.09 -2.08 4.61 0.123
F 1.15 6.02 -2.60 0.094
C 1.14 4.69 -2.48 -0.268
C 2.22 4.06 -1.89 0.024
C 2.20 2.69 -1.77 -0.031
C 1.11 1.94 -2.22 -0.310
C 1.07 0.46 -2.08 -0.180
C 0.05 2.60 -2.83 -0.049
C 0.06 3.98 -2.97 0.019
H 3.05 4.66 -1.53 0.131
H 3.05 2.18 -1.32 0.119
H 2.06 0.01 -2.26 0.091
H 0.34 0.02 -2.74 0.025
H -0.77 2.03 -3.24 0.101
H -0.74 4.52 -3.47 0.128
```

**Total charge**: +2
**HOMO**: -13.19 eV
**DFT total energy**: -62321.0821 eV
**ΔE to the lowest compared entry with this formula, charge and spin**: 185.85 kJ/mol
**Frontier orbital gap**: 5.850 eV